[1]
Molecular formula: C30H27F3N2O5S3
Method: DFT, ωB97M-V/def2-TZVPD

The spin multiplicity is 1. As for the structure (SMILES): CS(=O)(=O)C1=C(CCCSC(=S)n2ccnc2)C(=O)OC1=O.Fc1ccccc1.Fc1ccccc1.Fc1ccccc1. For the gap between HOMO and LUMO, the calculation gives 7.19 eV. For the HOMO energy, the calculation gives -9.1 eV. As for the total energy: -85421.6441 eV.

Each line ends with the Mulliken charge.
Cartesian coordinates (Å):
1 C 1.053 -3.020 -2.263  -0.980
2 S 1.077 -1.240 -2.586  1.470
3 O 2.391 -0.939 -3.089  -0.692
4 O 0.073 -0.889 -3.558  -0.637
5 C 0.816 -0.451 -0.997  -0.221
6 C -0.151 0.398 -0.675  0.586
7 C -1.277 0.986 -1.473  -1.053
8 C -2.271 -0.059 -2.049  0.069
9 C -3.705 0.347 -1.652  -0.723
10 S -5.003 -0.669 -2.411  -0.087
11 C -4.501 -2.372 -2.376  0.331
12 S -4.808 -3.252 -3.716  -0.278
13 N -3.883 -2.980 -1.277  0.179
14 C -3.425 -2.389 -0.128  -0.111
15 C -2.867 -3.339 0.643  -0.623
16 N -3.004 -4.551 -0.028  -0.608
17 C -3.605 -4.333 -1.127  -0.115
18 C 0.176 0.714 0.797  -0.126
19 O -0.406 1.421 1.558  -0.535
20 O 1.338 0.048 1.162  -0.196
21 C 1.785 -0.752 0.133  0.622
22 O 2.729 -1.477 0.127  -0.526
23 H 0.010 -3.347 -2.321  0.335
24 H 1.731 -3.533 -2.940  0.400
25 H 1.355 -3.135 -1.215  0.311
26 H -1.845 1.617 -0.771  0.549
27 H -0.858 1.672 -2.215  0.409
28 H -2.220 0.027 -3.140  0.375
29 H -2.013 -1.090 -1.803  0.323
30 H -3.762 0.399 -0.556  0.533
31 H -3.871 1.366 -2.007  -0.157
32 H -3.479 -1.347 0.142  0.303
33 H -2.380 -3.256 1.602  0.447
34 H -3.877 -5.072 -1.862  0.377
35 F -5.856 2.717 -2.314  -0.295
36 C -5.490 3.568 -3.299  0.452
37 C -6.472 4.208 -4.027  -0.436
38 C -6.101 5.085 -5.036  -0.388
39 C -4.757 5.303 -5.308  -0.487
40 C -3.782 4.649 -4.569  -0.533
41 C -4.149 3.778 -3.553  -0.166
42 H -7.514 4.018 -3.805  0.413
43 H -6.861 5.598 -5.610  0.367
44 H -4.470 5.985 -6.098  0.375
45 H -2.735 4.816 -4.784  0.359
46 H -3.401 3.267 -2.961  0.350
47 F 5.457 4.373 2.107  -0.323
48 C 5.490 3.027 2.088  0.356
49 C 4.341 2.330 1.769  -0.580
50 C 4.378 0.943 1.746  0.585
51 C 5.555 0.273 2.051  -0.534
52 C 6.699 0.989 2.375  -0.423
53 C 6.670 2.377 2.389  -0.527
54 H 3.431 2.870 1.542  0.453
55 H 3.488 0.384 1.491  -0.250
56 H 5.579 -0.809 2.036  0.486
57 H 7.616 0.467 2.617  0.384
58 H 7.554 2.953 2.631  0.428
59 F 3.801 -4.320 7.588  -0.318
60 C 3.734 -3.354 6.652  0.237
61 C 4.190 -2.087 6.957  -0.349
62 C 4.125 -1.095 5.989  -0.527
63 C 3.597 -1.379 4.737  -0.353
64 C 3.138 -2.657 4.449  -0.385
65 C 3.211 -3.656 5.409  -0.416
66 H 4.591 -1.884 7.941  0.415
67 H 4.485 -0.099 6.212  0.392
68 H 3.543 -0.602 3.985  0.467
69 H 2.723 -2.877 3.473  0.402
70 H 2.867 -4.660 5.201  0.417

***

[2]
Molecular formula: C26H32CaClO4
Method: DFT, ωB97M-V/def2-TZVPD

The spin multiplicity is 1. The energy relative to the best compared isomer or geometry (same formula, charge and spin) is 140.2 kJ/mol. For the gap between HOMO and LUMO, the calculation gives 5.69 eV. Its charge is -1. For the HOMO energy, the calculation gives -3.3 eV. As for the total energy: -66633.4962 eV.

Each line ends with the Mulliken charge.
Cartesian coordinates (Å):
1 O 1.897 -0.513 -1.169  -0.666
2 C 2.410 -1.912 -0.796  0.094
3 C 3.079 -2.074 -2.152  -0.642
4 H 1.577 -2.607 -0.608  -0.455
5 H 3.109 -1.834 0.060  0.298
6 C 2.852 -0.571 -2.331  1.382
7 H 2.443 -2.696 -2.800  0.349
8 H 4.114 -2.411 -2.167  0.325
9 C 2.274 -0.272 -3.690  -1.797
10 H 1.289 -0.737 -3.819  0.240
11 H 2.955 -0.679 -4.456  0.461
12 H 2.210 0.803 -3.859  0.379
13 C 4.074 0.272 -2.007  -1.375
14 H 4.482 0.036 -1.013  0.322
15 H 3.811 1.337 -2.034  0.237
16 H 4.863 0.111 -2.753  0.399
17 Ca 0.543 0.659 -0.005  1.461
18 C 1.199 2.599 2.200  -0.412
19 C 0.765 1.470 2.944  -0.477
20 C 1.811 0.509 2.937  -0.767
21 H -0.178 1.370 3.467  0.500
22 C 2.854 1.000 2.098  -0.456
23 C 2.468 2.292 1.632  -0.626
24 H 3.063 2.956 1.002  0.337
25 H 0.698 3.562 2.135  0.343
26 H 1.846 -0.392 3.542  0.402
27 H 3.812 0.519 1.911  0.532
28 C -0.884 3.078 -0.952  0.089
29 C 0.520 3.302 -1.121  -1.206
30 C 0.968 2.452 -2.160  -0.632
31 H 1.113 4.037 -0.575  0.399
32 C -0.157 1.683 -2.617  -0.311
33 C -1.277 2.029 -1.843  -0.919
34 H -2.275 1.597 -1.929  0.346
35 H -1.555 3.785 -0.476  0.380
36 H 1.961 2.439 -2.597  0.607
37 H -0.156 1.023 -3.481  0.421
38 O -0.579 -4.270 -1.714  -0.481
39 C -1.043 -2.957 -1.406  -0.127
40 C -0.771 -2.654 0.083  1.219
41 H -2.123 -2.852 -1.659  0.339
42 H -0.494 -2.272 -2.068  -0.034
43 C -0.229 -3.975 0.690  -0.638
44 H -1.669 -2.270 0.585  -0.031
45 H -0.001 -1.867 0.176  -1.004
46 C -0.393 -4.980 -0.460  -0.462
47 H -0.817 -4.230 1.573  0.373
48 H 0.827 -3.870 0.991  0.254
49 H -1.314 -5.579 -0.275  0.293
50 H 0.439 -5.692 -0.553  0.348
51 Cl -7.245 1.906 3.897  -0.244
52 C -5.702 1.623 3.215  0.461
53 C -4.735 2.639 3.256  -0.742
54 C -3.479 2.426 2.684  -0.245
55 C -3.211 1.224 2.019  -0.060
56 C -4.156 0.189 2.030  -0.177
57 C -5.409 0.391 2.613  -0.733
58 C -1.924 1.101 1.268  0.403
59 O -1.248 2.161 1.021  -0.358
60 O -1.498 -0.044 0.902  -0.476
61 H -4.980 3.586 3.723  0.382
62 H -2.709 3.196 2.722  0.426
63 H -3.932 -0.773 1.572  0.365
64 H -6.179 -0.376 2.602  0.386

***

[3]
Molecular formula: C5H3FO
Method: DFT, ωB97M-V/def2-TZVPD

The spin multiplicity is 1. As for the structure (SMILES): O=C=C=C/C=C/F. The energy relative to the best compared isomer or geometry (same formula, charge and spin) is 257.4 kJ/mol. For the gap between HOMO and LUMO (spin up / spin down), the calculation gives 7.98 / 7.98 eV. For the HOMO energy (spin up / spin down), the calculation gives -9.2 / -9.2 eV. As for the total energy: -9994.0411 eV.

Each line ends with the Mulliken charge.
Cartesian coordinates (Å):
1 O -4.514 1.093 0.091  -0.419
2 C -3.525 0.452 -0.064  0.790
3 C -2.667 -0.499 -0.065  -0.735
4 C -1.238 -0.638 -0.042  -0.114
5 C -0.039 0.374 0.026  -0.133
6 C 1.325 0.366 0.173  -0.019
7 F 1.948 1.442 -0.087  -0.192
8 H -1.030 -1.689 -0.351  0.285
9 H -0.565 1.309 -0.196  0.244
10 H 1.961 -0.529 0.528  0.293

***

[4]
Molecular formula: C3H8N2O
Method: DFT, ωB97M-V/def2-TZVPD

The spin multiplicity is 1. As for the structure (SMILES): CNC(=O)CN. The energy relative to the best compared isomer or geometry (same formula, charge and spin) is 73.2 kJ/mol. For the gap between HOMO and LUMO, the calculation gives 10.03 eV. For the HOMO energy, the calculation gives -9.3 eV. As for the total energy: -8268.5669 eV.

Each line ends with the Mulliken charge.
Cartesian coordinates (Å):
1 C -1.251 -0.703 -1.759  -0.856
2 N -0.961 -0.031 -0.508  -0.232
3 C 0.303 0.385 -0.199  0.700
4 O 1.139 0.631 -1.047  -0.612
5 C 0.604 0.541 1.296  -0.717
6 N 0.410 -0.644 2.128  -0.556
7 H -0.564 -0.312 -2.506  0.324
8 H -1.034 -1.784 -1.698  0.287
9 H -2.297 -0.597 -2.057  0.285
10 H -1.531 -0.289 0.282  0.235
11 H -0.016 1.353 1.674  0.325
12 H 1.649 0.819 1.371  0.330
13 H 1.052 -1.365 1.808  0.252
14 H -0.512 -1.055 2.026  0.234